[1]
ORCA calculation (the ωB97M-V functional and the def2-TZVPD basis) on an isolated ion of composition C7H16N and charge +1 at a distorted geometry.

Structure (XYZ):
```
24
Properties=species:S:1:pos:R:3:forces:R:3:lowdin_charge:R:1
C 3.342 1.700 -1.878 2.3 0.3 0.5 -0.106
C 2.374 0.656 -1.642 -1.9 -1.0 1.4 -0.169
C 1.721 0.309 -0.511 -0.6 -0.1 -1.7 -0.088
C 0.532 -0.673 -0.420 1.4 1.9 0.0 -0.179
C -0.656 0.108 0.198 0.8 -1.5 -3.2 -0.208
C -1.368 -0.851 1.081 -1.4 -1.3 1.3 -0.251
C -2.604 -1.463 0.374 -0.6 1.4 -2.9 -0.054
N -1.876 0.106 2.373 0.1 -5.8 1.8 0.205
H 4.360 1.271 -1.664 -0.7 0.5 -0.4 0.111
H 3.350 2.067 -2.894 -0.1 -0.1 -0.3 0.079
H 3.238 2.546 -1.235 -0.1 0.6 0.6 0.069
H 2.146 0.144 -2.539 -0.4 -1.1 -0.7 0.097
H 1.751 0.923 0.367 0.7 0.3 0.5 0.094
H 0.248 -1.070 -1.377 0.0 -0.1 -0.5 0.112
H 0.725 -1.506 0.201 0.7 -1.0 0.7 0.083
H -1.057 0.476 -0.788 -1.3 -0.6 1.3 0.157
H -0.436 1.029 0.631 1.1 1.2 1.3 0.087
H -0.765 -1.732 1.584 -0.7 2.3 -0.8 0.183
H -3.302 -2.225 0.679 0.1 -0.1 1.6 0.073
H -2.441 -1.914 -0.680 1.1 0.9 1.6 0.134
H -3.169 -0.562 0.031 -0.2 -0.6 0.5 0.094
H -1.182 0.578 2.955 0.4 -0.3 -0.4 0.156
H -2.563 0.742 2.137 -1.9 1.8 -1.0 0.105
H -2.369 -0.658 3.016 1.2 2.3 -1.3 0.216
```
Positions in Å, forces in eV/Å.

Computed properties:
spin multiplicity: 1
largest force on an atom: 6.1 eV/A
energy above the lowest of the compared OMol25 structures with the same formula, charge and spin: 264.2 kJ/mol
total energy: -330.7280 Ha
net charge: +1
Kohn-Sham gap: 0.31117 Ha

[2]
ORCA calculation (the ωB97M-V functional and the def2-TZVPD basis) on a 2-piece molecular cluster, C9H14O overall at a distorted geometry.

Structure (XYZ):
```
24
Properties=species:S:1:pos:R:3:forces:R:3:lowdin_charge:R:1
C -2.116 0.499 0.385 0.9 -2.5 -2.2 -0.054
C -1.003 -0.215 1.193 -0.1 1.1 -1.2 -0.265
C -0.991 -1.639 1.120 0.6 1.0 0.3 -0.086
C 0.145 -2.345 1.454 1.4 -1.5 -0.3 -0.098
C 1.345 -1.658 1.847 -1.8 -0.5 -0.2 -0.094
C 1.190 -0.301 2.125 1.5 2.0 1.2 -0.115
C 0.067 0.527 1.785 0.1 -3.4 -0.1 -0.056
H -2.470 1.314 0.898 -1.4 1.7 1.5 0.029
H -2.881 -0.311 0.146 0.5 1.5 0.4 0.092
H -1.814 0.975 -0.641 0.0 -1.3 1.8 0.095
H -1.828 -2.227 0.742 0.0 0.6 0.0 0.103
H 0.091 -3.497 1.308 0.4 2.2 0.3 0.129
H 2.318 -2.176 1.928 -0.8 0.4 0.3 0.104
H 2.041 0.211 2.720 -1.2 -0.8 -1.4 0.122
H 0.102 1.605 1.977 -0.3 -0.5 -0.3 0.113
C 0.012 0.464 -2.810 4.4 0.7 1.3 -0.049
C 0.604 1.297 -1.624 -0.8 0.3 0.7 -0.335
O 1.999 1.175 -1.654 2.4 1.7 0.6 -0.122
H -0.396 -0.433 -2.439 -0.8 -1.0 -0.3 0.054
H 0.938 0.335 -3.459 -0.7 -0.9 1.1 0.100
H -0.445 1.065 -3.504 -2.6 1.3 -1.1 0.030
H 0.337 2.357 -1.733 -0.2 -0.1 -0.1 0.106
H 0.322 1.009 -0.574 -0.4 -0.1 -1.4 0.072
H 2.434 1.967 -1.191 -1.1 -1.9 -1.0 0.125
```
Positions in Å, forces in eV/Å.

Computed properties:
spin multiplicity: 1
largest force on an atom: 4.7 eV/A
energy above the lowest of the compared OMol25 structures with the same formula, charge and spin: 212.9 kJ/mol
total energy: -426.4917 Ha
Kohn-Sham gap: 0.35841 Ha

[3]
ORCA calculation (the ωB97M-V functional and the def2-TZVPD basis) on C59H45Cl3F2N2O4P2SV as an isolated structure at a distorted geometry.

Structure (XYZ):
```
119
Properties=species:S:1:pos:R:3:forces:R:3:lowdin_charge:R:1
V -0.824 0.997 -1.561 -1.1 -1.1 -1.1 0.820
C 1.507 -3.889 3.031 0.0 0.0 0.0 -0.007
C 0.672 -3.681 1.745 0.0 0.0 0.0 -0.405
C 0.198 -5.056 1.263 0.0 0.0 0.0 -0.023
C -0.517 -2.803 2.103 0.0 0.0 0.0 -0.085
C -1.582 -3.297 2.847 0.0 0.0 0.0 -0.014
C -2.582 -2.469 3.333 0.0 0.0 0.0 -0.058
C -2.509 -1.106 3.104 0.0 0.0 0.0 -0.084
C -1.486 -0.568 2.333 0.0 0.0 -0.1 -0.268
P -1.098 1.225 2.218 -0.1 0.1 0.3 1.164
C -1.532 1.707 3.940 -0.1 -0.1 0.0 -0.366
C -2.681 2.395 4.315 0.0 0.0 0.0 -0.095
C -2.920 2.693 5.652 0.0 0.0 0.0 -0.082
C -2.016 2.301 6.627 0.0 0.0 0.0 -0.092
C -0.863 1.617 6.261 0.0 0.0 0.0 -0.085
C -0.621 1.332 4.928 0.0 0.0 0.0 -0.105
C -2.363 2.094 1.209 0.2 -0.1 -0.2 -0.322
C -3.406 1.426 0.302 -0.1 0.0 0.0 -0.377
C -4.187 2.445 -0.500 0.0 0.0 0.1 0.003
C -3.749 3.670 -0.725 0.0 0.1 0.0 -0.007
C -2.484 4.176 -0.107 0.1 0.0 0.1 -0.253
C -2.120 3.400 1.123 0.0 -0.1 -0.1 -0.080
C -0.519 -1.443 1.819 0.0 0.0 0.0 -0.200
O 0.466 -0.870 1.065 0.0 0.0 0.0 -0.059
C 1.455 -1.653 0.521 0.0 0.1 0.1 -0.186
C 2.507 -0.787 -0.076 -0.1 0.0 0.1 -0.243
C 3.679 -1.361 -0.352 0.0 0.0 0.0 -0.030
C 3.771 -2.829 -0.557 0.0 0.0 0.0 -0.144
C 2.704 -3.730 0.133 0.0 0.0 -0.1 -0.104
C 1.551 -2.969 0.725 0.0 -0.1 -0.1 -0.055
P 2.100 0.982 -0.437 0.1 0.0 -0.1 1.146
C 3.038 1.857 0.870 -0.2 -0.1 0.2 -0.358
C 3.978 2.850 0.622 0.0 0.0 0.0 -0.114
C 4.577 3.527 1.680 0.0 0.0 0.0 -0.084
C 4.239 3.223 2.988 0.0 0.0 0.0 -0.089
C 3.294 2.236 3.244 0.0 0.0 0.0 -0.081
C 2.696 1.563 2.193 0.0 0.0 0.0 -0.105
C 3.037 1.474 -1.956 -0.1 0.0 0.0 -0.362
C 2.351 2.381 -2.766 -0.1 -0.1 0.0 -0.159
C 2.917 2.904 -3.918 0.1 0.0 0.0 -0.070
C 4.194 2.522 -4.297 0.0 0.0 0.0 -0.077
C 4.895 1.625 -3.506 0.0 0.0 0.0 -0.079
C 4.326 1.115 -2.346 0.1 0.0 0.0 -0.095
H 0.860 -4.222 3.844 0.0 0.0 0.0 0.089
H 1.989 -2.958 3.334 0.0 0.0 0.0 0.099
H 2.278 -4.648 2.885 0.0 0.0 0.0 0.081
H -0.246 -5.617 2.086 0.0 0.0 0.0 0.082
H 1.040 -5.646 0.897 0.0 0.0 0.0 0.078
H -0.538 -4.965 0.466 0.0 0.0 0.0 0.093
H -1.618 -4.353 3.083 0.0 0.0 0.0 0.113
H -3.388 -2.882 3.925 0.0 0.0 0.0 0.106
H -3.236 -0.444 3.556 0.0 0.0 0.0 0.105
H -3.391 2.708 3.559 0.0 0.0 0.0 0.092
H -3.818 3.229 5.929 0.0 0.0 0.0 0.103
H -2.204 2.532 7.667 0.0 0.0 0.0 0.101
H -0.149 1.315 7.016 0.0 0.0 0.0 0.102
H 0.283 0.801 4.647 0.0 0.0 0.0 0.097
H -2.510 -0.359 -0.178 -0.1 0.0 0.0 0.121
H -5.127 2.102 -0.911 0.0 0.0 0.0 0.130
H -4.320 4.356 -1.339 0.0 0.0 0.0 0.120
H -2.567 5.243 0.074 0.0 0.0 0.1 0.083
H -1.394 3.865 1.786 0.0 0.0 0.0 0.124
H 4.555 -0.767 -0.563 -0.1 -0.1 -0.1 0.095
H 4.785 -3.197 -0.406 0.0 0.0 0.0 0.143
H 3.116 -4.403 0.889 0.0 0.0 0.0 0.139
H 4.245 3.107 -0.395 0.0 0.0 0.0 0.097
H 5.308 4.298 1.473 0.0 0.0 0.0 0.104
H 4.707 3.754 3.808 0.0 0.0 0.0 0.101
H 3.016 2.000 4.264 0.0 0.0 0.0 0.100
H 1.944 0.807 2.392 0.0 0.0 0.0 0.072
H 1.346 2.675 -2.498 0.0 0.0 0.0 0.018
H 2.353 3.603 -4.521 0.0 0.0 0.0 0.094
H 4.641 2.921 -5.199 0.0 0.0 0.0 0.104
H 5.897 1.323 -3.783 0.0 0.0 0.0 0.103
H 4.926 0.443 -1.756 0.0 0.1 0.0 0.080
F -1.907 2.157 -6.675 -0.1 -0.1 0.0 0.064
C -2.317 1.669 -5.487 0.6 0.3 0.3 -0.257
C -1.529 1.825 -4.382 -0.1 0.2 -0.5 -0.022
C -1.963 1.285 -3.165 0.8 -0.4 1.1 -0.143
C -3.212 0.622 -3.072 -0.2 -0.6 1.4 -0.111
C -3.964 0.492 -4.260 -0.2 0.2 -0.9 -0.194
F -5.169 -0.118 -4.246 0.0 0.0 0.1 0.068
C -3.546 1.001 -5.454 -0.4 -0.3 0.4 0.083
C -3.587 0.090 -1.805 0.6 0.7 -0.7 -0.197
C -4.624 -0.806 -1.562 -0.6 -0.5 0.5 -0.032
C -5.166 -1.143 -0.342 0.1 0.1 -0.6 -0.065
C -5.027 -0.461 0.908 0.1 0.2 0.2 -0.096
C -4.337 0.660 1.199 -0.1 -0.1 -0.1 -0.048
N -2.728 0.501 -0.690 0.0 -0.2 0.0 0.018
H -0.570 2.318 -4.479 0.0 0.0 0.0 0.104
H -4.150 0.891 -6.343 0.0 0.0 0.0 0.134
H -5.055 -1.291 -2.425 0.1 -0.1 0.0 0.111
H -5.881 -1.956 -0.349 0.0 0.0 0.0 0.095
H -5.613 -0.877 1.721 0.0 0.0 0.0 0.106
H -4.434 1.078 2.195 0.0 0.0 0.0 0.104
Cl -0.019 5.060 -3.098 0.1 0.0 0.0 0.625
C -0.247 4.999 -1.328 -0.2 -0.1 -0.1 -1.470
Cl 1.309 4.649 -0.536 0.0 0.0 0.1 0.653
Cl -0.758 6.616 -0.790 0.0 0.0 -0.1 0.615
C -1.250 3.886 -0.993 -0.1 0.3 0.2 -0.440
N -0.956 2.700 -1.307 0.2 1.9 0.2 -0.021
C 3.357 -5.750 -1.273 0.0 0.0 0.0 -0.025
C 2.514 -4.485 -1.245 0.0 0.0 0.0 -0.379
C 1.114 -4.764 -1.697 0.1 0.0 0.0 -0.036
C 0.376 -3.825 -2.270 0.0 0.1 -0.1 -0.033
C 0.976 -2.516 -2.573 0.0 -0.1 0.1 -0.246
C 2.284 -2.295 -2.549 0.0 0.0 0.0 0.001
C 3.227 -3.301 -1.962 0.1 0.0 0.0 -0.129
S -0.178 -1.228 -2.849 0.3 -0.3 -0.3 0.548
O -0.906 -1.496 -4.049 0.0 -0.1 0.0 -0.229
O 0.573 0.066 -2.809 0.1 -0.2 -0.2 -0.403
O -0.982 -1.207 -1.595 0.0 0.3 -0.1 -0.331
H 2.943 -6.504 -0.599 0.0 0.0 0.0 0.085
H 4.385 -5.550 -0.964 0.0 0.0 0.0 0.089
H 3.382 -6.173 -2.280 0.0 0.0 0.0 0.094
H 0.711 -5.757 -1.533 0.0 0.0 0.0 0.118
H -0.648 -4.001 -2.575 0.0 0.0 0.0 0.123
H 2.679 -1.335 -2.863 0.0 0.0 0.0 0.121
H 4.014 -3.569 -2.672 0.0 0.0 0.0 0.151
```
Positions in Å, forces in eV/Å.

Computed properties:
spin multiplicity: 2
largest force on an atom: 2.0 eV/A
total energy: -6290.8205 Ha
Kohn-Sham gap (alpha / beta): 0.16051 / 0.15679 Ha

[4]
ORCA calculation (the ωB97M-V functional and the def2-TZVPD basis) on C7H9CrF4N4O17 as an isolated structure at a distorted geometry.

Structure (XYZ):
```
42
Properties=species:S:1:pos:R:3:forces:R:3:lowdin_charge:R:1
Cr -8.207 1.859 8.746 -0.2 0.6 -2.0 1.140
N -8.275 -0.120 6.087 0.8 0.1 0.6 -0.547
O -7.862 0.207 4.969 -0.4 -0.3 0.4 -0.006
O -8.527 0.820 6.929 -0.1 0.2 0.0 -0.135
O -8.421 -1.295 6.437 -0.1 0.3 -0.2 -0.010
N -6.972 3.859 6.444 -0.4 -0.1 -0.8 -0.540
O -7.022 3.053 7.440 0.3 -0.4 1.0 -0.147
O -7.049 5.064 6.628 0.1 -0.1 0.3 0.025
O -6.810 3.369 5.319 0.2 0.1 0.3 -0.005
N -10.561 3.797 7.531 -0.4 -0.2 -0.1 -0.545
O -9.783 2.906 8.020 0.4 -1.0 0.8 -0.141
O -10.240 4.970 7.541 0.1 -0.1 0.0 0.036
O -11.632 3.384 7.067 0.2 0.3 0.1 -0.011
N -7.410 4.433 10.287 -0.5 0.8 -1.1 -0.527
O -8.210 5.302 9.975 0.4 -0.5 0.4 0.051
O -6.299 4.661 10.752 -0.1 -0.3 0.1 0.012
O -7.764 3.189 10.127 0.1 -1.1 0.7 -0.169
C -8.820 -0.246 10.926 -0.1 1.9 0.1 -0.413
O -7.723 0.462 11.522 -0.3 -1.2 0.7 -0.072
O -8.945 0.259 9.698 0.0 0.3 -0.8 -0.178
C -8.726 -1.783 11.002 1.1 -0.6 -0.6 -0.529
F -8.689 -2.214 12.293 -0.2 0.1 0.1 0.093
F -9.797 -2.368 10.448 0.0 0.2 0.0 0.147
F -7.630 -2.330 10.424 -0.3 0.4 0.1 0.135
C -7.448 0.196 12.874 1.3 0.2 1.0 -0.303
C -6.602 1.361 13.424 -0.7 -1.6 -0.1 -0.062
H -7.227 2.234 13.256 0.9 0.6 0.0 0.082
H -6.417 1.152 14.482 -0.3 0.3 0.1 0.062
H -5.623 1.255 12.961 -0.1 1.0 -0.4 0.075
H -6.833 -0.702 13.024 -0.2 -0.2 -0.4 0.109
H -8.301 0.054 13.546 -0.5 0.1 -0.5 0.114
H -9.717 -0.061 11.552 0.0 0.1 0.2 0.162
C -3.430 1.829 7.245 1.1 -1.5 0.2 -0.031
C -3.442 0.298 7.113 -0.5 0.3 0.1 -0.276
O -4.676 -0.077 7.646 0.3 -0.3 -0.7 0.175
C -5.186 0.967 8.319 -1.2 0.0 -0.2 -0.521
O -6.244 0.913 8.864 -0.4 -0.2 0.5 0.134
O -4.411 2.021 8.252 0.8 1.3 -0.2 0.136
F -2.501 -0.271 7.949 0.4 0.1 -0.3 0.034
H -3.589 2.365 6.314 -0.8 0.0 0.1 0.145
H -2.400 2.021 7.553 -0.3 0.6 0.6 0.136
H -3.287 -0.056 6.097 -0.2 -0.3 0.1 0.167
```
Positions in Å, forces in eV/Å.

Computed properties:
spin multiplicity: 4
largest force on an atom: 2.0 eV/A
total energy: -3213.8520 Ha
net charge: -2
Kohn-Sham gap (alpha / beta): 0.28055 / 0.27958 Ha